[1]
A 7-piece molecular cluster, C31H59BClF3O12 overall. Source: OMol25; level of theory: ωB97M-V with the def2-TZVPD basis set.

Cartesian coordinates (Å):
C1 -0.27750 0.88443 -0.49875
C2 -0.25553 -0.46914 -1.23015
C3 1.06614 -1.23380 -1.04399
Cl1 0.84899 -2.91058 -1.69783
B1 1.53620 -1.26264 0.45906
C4 1.18506 -2.34719 1.52981
C5 0.11529 -1.83831 2.51344
C6 -1.26643 -1.80801 1.95401
F1 -1.97722 -0.69906 2.27017
C7 -1.88837 -2.66136 1.17023
F2 -1.53901 -3.91223 0.95609
F3 -3.00786 -2.34530 0.53578
H1 -0.77953 1.63621 -1.10766
H2 -0.84304 0.82522 0.43248
H3 0.72314 1.26359 -0.29496
H4 -1.05582 -1.10870 -0.85848
H5 -0.42384 -0.34239 -2.29948
H6 1.83335 -0.80086 -1.68578
H7 2.22846 -0.35465 0.81615
H8 0.92057 -3.31605 1.10514
H9 2.09472 -2.50342 2.11978
H10 0.33202 -0.80500 2.79533
H11 0.13045 -2.43893 3.42550
C8 0.18111 -4.69170 -6.49296
C9 0.79457 -3.44642 -7.09548
O1 0.95933 -2.39847 -6.13069
C10 2.04195 -2.31766 -5.32832
C11 3.00583 -3.47797 -5.24625
O2 2.18089 -1.33500 -4.65299
H12 0.82407 -5.12838 -5.72873
H13 0.01481 -5.43871 -7.26951
H14 -0.77431 -4.45043 -6.02733
H15 1.74222 -3.64997 -7.59612
H16 0.12844 -3.02224 -7.84542
H17 2.71022 -4.09810 -4.39960
H18 3.99507 -3.07356 -5.04791
H19 3.05378 -4.09523 -6.13922
C12 -3.80155 1.73857 2.86637
C13 -2.43422 2.11651 3.39144
O3 -1.96127 3.36089 2.84075
C14 -2.30925 4.55057 3.36001
C15 -3.43053 4.63019 4.37084
O4 -1.73599 5.53654 2.97296
H20 -4.56647 2.46321 3.14497
H21 -4.10168 0.76681 3.25782
H22 -3.77906 1.68361 1.77569
H23 -2.40212 2.15553 4.48010
H24 -1.69206 1.38525 3.09106
H25 -4.35332 4.85868 3.83773
H26 -3.21213 5.45220 5.04791
H27 -3.58161 3.72476 4.95026
C16 1.20926 5.06536 7.66266
C17 2.04024 3.84747 7.31977
O5 1.23227 2.73679 6.91133
C18 0.79580 2.58306 5.64332
C19 0.97210 3.70231 4.64495
O6 0.23140 1.55960 5.35887
H28 0.66295 5.43658 6.79553
H29 1.85084 5.86648 8.03055
H30 0.48332 4.81645 8.43651
H31 2.79726 4.06798 6.56597
H32 2.56475 3.48663 8.20335
H33 0.06569 4.30679 4.62834
H34 1.09143 3.25937 3.65950
H35 1.81707 4.35577 4.84216
C20 2.97505 0.81844 5.02845
C21 3.78143 -0.46171 4.95085
O7 3.88298 -0.95247 3.60914
C22 4.82699 -0.53401 2.73513
C23 5.71326 0.63451 3.09259
O8 4.87637 -1.07196 1.66416
H36 3.45727 1.62975 4.48005
H37 2.85963 1.12572 6.06909
H38 1.98401 0.66160 4.60153
H39 4.77102 -0.35501 5.39714
H40 3.27171 -1.25752 5.49153
H41 5.25829 1.53920 2.68908
H42 6.67297 0.48545 2.60522
H43 5.87740 0.76933 4.15784
C24 2.92669 -0.57111 -8.75706
C25 3.87309 -1.65291 -9.22768
O9 3.20027 -2.66376 -9.98904
C26 2.96194 -2.55140 -11.31494
C27 3.21152 -1.23254 -12.00839
O10 2.50500 -3.49789 -11.89246
H44 2.48883 -0.01756 -9.58824
H45 3.44606 0.13755 -8.11183
H46 2.10672 -1.01614 -8.19250
H47 4.72287 -1.25109 -9.78078
H48 4.28058 -2.19269 -8.37320
H49 2.27400 -0.67693 -12.02810
H50 3.50597 -1.44662 -13.03220
H51 3.97463 -0.61375 -11.54560
C28 -6.24806 -1.54970 0.88619
C29 -7.23415 -1.48472 2.03176
O11 -6.94209 -0.40216 2.92645
C30 -7.36104 0.86158 2.71178
C31 -7.97685 1.22909 1.38221
O12 -7.17821 1.67840 3.57313
H52 -6.30100 -0.65920 0.25919
H53 -6.44464 -2.42055 0.26027
H54 -5.23333 -1.62192 1.27395
H55 -8.26786 -1.43246 1.68713
H56 -7.15190 -2.37400 2.65439
H57 -7.18845 1.62611 0.74230
H58 -8.70536 2.01585 1.55878
H59 -8.46492 0.40728 0.86661

Its SMILES is CC[C@H](Cl)BCCC(F)=C(F)F.CCOC(C)=O.CCOC(C)=O.CCOC(C)=O.CCOC(C)=O.CCOC(C)=O.CCOC(C)=O. The gap between HOMO and LUMO comes out at 9.805 eV. Its HOMO energy is -9.29 eV.

Löwdin population analysis, charges in e, atoms 1 to 6: -0.08 -0.27 -0.61 0.62 -0.18 -0.15

=====

[2]
A 2-piece molecular cluster, C31H59BrNO7 overall. Source: OMol25; level of theory: ωB97M-V with the def2-TZVPD basis set.

Cartesian coordinates (Å):
C1 8.65091 3.19491 0.03932
C2 9.19730 1.86768 0.57296
C3 8.04028 0.87023 0.77269
C4 7.81324 0.01076 -0.47151
C5 6.77154 -1.10626 -0.27750
C6 5.55985 -1.00221 -1.20714
C7 4.75721 -2.31293 -1.32936
C8 3.27065 -2.19139 -0.97419
C9 2.36912 -1.80626 -2.16133
C10 0.95764 -2.43042 -2.13310
C11 -0.18383 -1.42119 -1.90319
C12 -1.50186 -1.76593 -2.62956
C13 -2.69736 -2.01313 -1.69227
C14 -4.05875 -1.61557 -2.29928
C15 -4.92398 -0.75017 -1.40184
C16 -6.00191 0.08150 -2.08414
C17 -6.81042 0.63487 -0.89938
C18 -8.16168 1.26513 -1.24472
C19 -8.08671 2.78155 -1.46444
C20 -7.48319 3.21659 -2.80140
C21 -8.44748 3.09839 -3.98887
O1 -8.87678 4.38356 -4.44520
C22 -9.70027 5.04153 -3.59055
O2 -9.57040 6.18625 -3.30727
C23 -6.83191 -0.57498 0.12375
Br1 -5.98817 -0.00296 1.78067
C24 -8.14896 -1.35243 0.34253
C25 -8.78271 -1.43591 1.73961
C26 -9.64506 -0.22538 2.12619
C27 -9.20024 0.65111 3.27689
O3 -9.60459 1.76225 3.44973
O4 -8.33717 0.04139 4.11792
N1 -5.81644 -1.54408 -0.49146
H1 8.22764 3.78930 0.85070
H2 9.42307 3.79624 -0.44238
H3 7.86336 3.01682 -0.69574
H4 9.73845 2.03317 1.50454
H5 9.88560 1.43931 -0.15910
H6 7.12649 1.45061 0.95300
H7 8.15874 0.23054 1.65115
H8 8.77116 -0.42988 -0.75962
H9 7.50895 0.65924 -1.29953
H10 7.24631 -2.07968 -0.42232
H11 6.42212 -1.08075 0.75973
H12 4.89212 -0.22235 -0.82378
H13 5.89066 -0.66215 -2.19166
H14 4.84987 -2.70073 -2.34690
H15 5.20816 -3.05727 -0.66798
H16 3.16106 -1.44707 -0.17946
H17 2.92242 -3.14544 -0.56990
H18 2.27015 -0.71823 -2.20453
H19 2.87185 -2.09985 -3.08528
H20 0.92619 -3.17780 -1.33668
H21 0.77747 -2.94988 -3.07613
H22 0.14930 -0.43115 -2.21809
H23 -0.38660 -1.35520 -0.83043
H24 -1.34267 -2.67055 -3.22056
H25 -1.75506 -0.98051 -3.34557
H26 -2.72218 -3.07796 -1.45049
H27 -2.54392 -1.47828 -0.75041
H28 -3.89445 -1.03264 -3.20803
H29 -4.61910 -2.50442 -2.61105
H30 -4.31455 -0.08093 -0.79195
H31 -6.63014 -0.59373 -2.68006
H32 -5.56261 0.84908 -2.71367
H33 -6.17161 1.39042 -0.44057
H34 -8.56600 0.78205 -2.14174
H35 -8.87427 1.09088 -0.44081
H36 -7.52991 3.23706 -0.64289
H37 -9.10464 3.17519 -1.40875
H38 -6.56028 2.67891 -3.02611
H39 -7.19630 4.26701 -2.72688
H40 -9.32755 2.49410 -3.73166
H41 -7.96952 2.64459 -4.85222
H42 -10.54970 4.42425 -3.23827
H43 -7.99092 -2.38038 0.00317
H44 -8.89183 -0.93363 -0.33592
H45 -9.42516 -2.31559 1.70826
H46 -8.03738 -1.63581 2.50687
H47 -9.80244 0.44427 1.28215
H48 -10.64469 -0.56143 2.41000
H49 -8.10522 0.69236 4.79850
H50 -6.30588 -2.19681 -1.10921
H51 -5.33469 -2.08465 0.22971
C28 13.23109 -1.55107 4.98992
C29 12.41863 -1.08115 3.80470
O5 11.00567 -1.08763 4.08970
C30 10.56455 -0.05270 4.80181
O6 11.22156 0.87750 5.19252
O7 9.25546 -0.21558 4.99944
C31 8.64542 0.80022 5.80200
H52 12.89087 -2.53326 5.31919
H53 14.28221 -1.62431 4.70990
H54 13.14426 -0.85359 5.82150
H55 12.52409 -1.76057 2.96135
H56 12.71388 -0.08171 3.48732
H57 8.86849 1.78913 5.40733
H58 8.99590 0.73171 6.83056
H59 7.57815 0.60599 5.75671

As for the net charge: +1. The gap between HOMO and LUMO comes out at 8.919 eV. Its HOMO energy is -11.74 eV.

Löwdin population analysis, charges in e, atoms 1 to 6: -0.12 -0.25 -0.23 -0.21 -0.21 -0.21

=====

[3]
A 5-piece molecular cluster, C31H60B2BrN6O11 overall at a distorted geometry. Source: OMol25; level of theory: ωB97M-V with the def2-TZVPD basis set.

Cartesian coordinates (Å):
C1 -2.53777 1.48113 1.16980
C2 -2.09033 2.57129 0.07030
C3 -0.49042 2.92975 0.13334
C4 0.06600 2.87145 -1.40569
C5 0.31523 1.96201 1.11726
C6 0.56735 0.43144 0.81225
C7 0.00004 -0.27442 -0.53219
C8 1.14799 -0.50434 -1.63698
O1 1.09894 -1.58742 -2.29592
N1 2.24911 0.44490 -1.87411
C9 3.53735 0.00201 -1.26354
C10 2.49041 0.69751 -3.33060
C11 1.34662 -0.50775 1.80382
C12 1.57308 -2.08455 1.50364
C13 3.11060 -2.42194 1.09092
C14 3.43228 -3.91072 1.61646
C15 4.83966 -4.07344 2.36805
O2 5.82602 -3.05302 2.03903
C16 6.67589 -2.98176 3.20587
O3 6.98932 -1.84785 3.64318
N2 1.84632 0.06995 3.05537
B1 2.57923 -0.75070 4.11443
O4 4.01650 -0.92821 4.11283
O5 1.80044 -1.36603 5.17266
C17 1.64147 1.47432 3.40031
Br1 2.33033 2.12412 5.15234
C18 0.88817 2.47478 2.48319
B2 0.71762 4.00186 3.04983
O6 1.33833 5.06797 2.28758
O7 -0.05888 4.18106 4.24117
C19 0.52898 5.32509 4.96404
H1 -2.19689 1.81202 2.22474
H2 -3.69472 1.46762 1.22104
H3 -2.19426 0.41721 0.92006
H4 -2.67740 3.54615 0.33768
H5 -2.42996 2.31073 -1.00147
H6 -0.44601 4.03479 0.42173
H7 -0.51496 2.13547 -2.05269
H8 -0.04264 3.92076 -1.86370
H9 1.19298 2.65575 -1.34815
H10 -0.47849 -1.28972 -0.29474
H11 -0.84405 0.37447 -0.96787
H12 3.38612 -0.04268 -0.11626
H13 4.37439 0.77961 -1.42078
H14 3.94782 -0.98601 -1.69058
H15 2.26709 1.82013 -3.51354
H16 1.80077 0.12531 -4.03766
H17 3.59022 0.50925 -3.60935
H18 0.92500 -2.45986 0.63920
H19 1.22649 -2.68323 2.43248
H20 3.29679 -2.35014 -0.03732
H21 3.77922 -1.60885 1.56703
H22 2.62873 -4.31620 2.34564
H23 3.37291 -4.61568 0.70074
H24 5.20588 -5.15499 2.19288
H25 4.64851 -4.01015 3.51220
H26 7.03783 -3.89960 3.78040
H27 4.14328 -1.90137 4.17997
H28 0.90341 -1.57593 4.80893
H29 0.64871 5.61488 1.83573
H30 0.24830 6.26373 4.36487
H31 1.66078 5.24194 5.08085
H32 0.05209 5.36981 5.99848
C20 4.53317 -5.71221 -1.79100
O8 4.10614 -5.93309 -0.66780
N3 3.79000 -5.71893 -2.93083
C21 4.37084 -5.44564 -4.23139
C22 2.37205 -6.00851 -2.84220
H33 5.59519 -5.48129 -1.96915
H34 3.87657 -4.57336 -4.66667
H35 4.21799 -6.31278 -4.87905
H36 5.44016 -5.24558 -4.14854
H37 1.89569 -5.27000 -2.19227
H38 2.23581 -7.00030 -2.40387
H39 1.91277 -5.97782 -3.83066
C23 2.64631 -1.96178 -6.01248
O9 3.76420 -2.21676 -5.60010
N4 2.35307 -1.49120 -7.25774
C24 0.99413 -1.21116 -7.67513
C25 3.43660 -1.26349 -8.19485
H40 1.75357 -2.09966 -5.38075
H41 0.75268 -1.83074 -8.54255
H42 0.91515 -0.15561 -7.94787
H43 0.28579 -1.42715 -6.87350
H44 3.97026 -2.20256 -8.36007
H45 4.13192 -0.53628 -7.76845
H46 3.05006 -0.88923 -9.14338
C26 -4.81463 5.55462 0.53330
O10 -3.68535 5.95955 0.75986
N5 -5.67375 5.05398 1.46310
C27 -7.00155 4.59006 1.11514
C28 -5.24573 4.98220 2.84648
H47 -5.23685 5.56503 -0.48424
H48 -7.73949 5.17445 1.67125
H49 -7.09024 3.53526 1.38673
H50 -7.18890 4.70185 0.04585
H51 -4.99597 5.98691 3.19652
H52 -4.35222 4.35612 2.91295
H53 -6.03539 4.56189 3.46998
C29 -7.88927 0.77212 1.41428
O11 -6.76217 1.17954 1.64077
N6 -8.74641 0.27031 2.34623
C30 -10.07438 -0.19602 2.00005
C31 -8.31614 0.20031 3.72946
H54 -8.31299 0.78096 0.39735
H55 -10.81303 0.38695 2.55590
H56 -10.16367 -1.25096 2.27112
H57 -10.26237 -0.08467 0.93103
H58 -8.06762 1.20563 4.07842
H59 -7.42164 -0.42395 3.79501
H60 -9.10415 -0.22076 4.35457

As for the net charge: +1. The gap between HOMO and LUMO comes out at 6.997 eV. Its HOMO energy is -10.83 eV. The value obtained for the energy above the lowest of the compared OMol25 structures with the same formula, charge and spin is 0.00 kcal/mol.

Löwdin population analysis, charges in e, atoms 1 to 6: -0.11 -0.18 -0.25 -0.07 0.02 0.00

=====

[4]
A 3-piece molecular cluster, C31H60BN3O13 overall at a distorted geometry. Source: OMol25; level of theory: ωB97M-V with the def2-TZVPD basis set.

Cartesian coordinates (Å):
C1 2.63330 -1.44760 7.02179
C2 3.55360 -2.01542 5.84945
O1 3.67824 -3.28423 5.80260
O2 4.29255 -1.28693 4.88981
C3 3.98198 0.12767 4.84305
C4 2.53908 0.50373 4.26173
C5 2.41811 0.67278 2.66318
C6 2.44293 2.25488 2.47356
C7 4.02325 2.82509 2.87216
C8 4.19785 4.49581 2.74548
O3 4.11647 3.67503 4.12474
O4 3.63591 -0.02329 2.19717
C9 3.37543 -1.38942 1.89895
O5 4.37277 -2.06887 1.58609
C10 1.77456 -1.77445 1.95766
C11 1.66603 -2.72022 0.67292
C12 1.85172 -4.29659 0.90384
C13 2.85726 -4.78049 2.03047
O6 4.05186 -5.34689 1.37968
O7 1.44973 -2.26434 3.28468
C14 0.20306 -2.91013 3.34671
N1 -0.78191 -3.58241 3.10035
C15 1.29485 -0.20585 1.85889
C16 -0.27242 0.12764 2.13980
C17 -0.73536 0.26923 3.65331
C18 -2.34997 -0.02796 3.66351
C19 -0.59197 1.76292 4.28848
B1 1.32335 0.23893 0.25106
O8 0.14842 0.08930 -0.61617
O9 2.46287 0.85417 -0.39216
H1 3.19661 -1.35622 8.03211
H2 2.21738 -0.38205 6.82503
H3 1.72515 -2.10967 7.22956
H4 4.02463 0.58532 5.91154
H5 4.86992 0.64059 4.30446
H6 1.79252 -0.22649 4.73620
H7 2.27927 1.53692 4.72360
H8 1.71686 2.85383 3.11202
H9 2.38546 2.65265 1.40872
H10 4.96048 2.14296 2.54644
H11 5.29281 4.84274 2.60781
H12 3.34083 5.16736 3.07873
H13 0.66964 -2.61891 0.08220
H14 2.49428 -2.42594 -0.08604
H15 0.79733 -4.75039 1.06161
H16 2.21993 -4.73846 -0.10410
H17 3.23021 -4.00294 2.77410
H18 2.35767 -5.65939 2.60343
H19 4.77971 -5.12178 2.01392
H20 -0.47269 1.15231 1.63003
H21 -0.92426 -0.66816 1.61693
H22 -0.30302 -0.46418 4.41012
H23 -2.42972 -1.16525 3.43899
H24 -2.90623 0.58661 2.86112
H25 -2.75041 0.13065 4.72228
H26 0.16779 1.69678 5.13754
H27 -0.38653 2.57663 3.51411
H28 -1.60172 2.03861 4.78840
H29 -0.30137 -0.76538 -0.44450
H30 2.12170 1.56091 -1.00308
C20 -2.06324 -0.22468 -5.70044
O10 -2.35682 -1.59787 -5.90659
C21 -1.70116 -2.16272 -7.04556
C22 -0.57488 -3.10619 -6.62031
N2 0.55281 -2.37613 -6.03957
C23 1.51736 -3.21732 -5.32713
C24 1.01232 -4.05849 -4.14271
O11 0.62982 -3.29687 -3.00112
C25 -0.66030 -2.72069 -3.07917
H31 -2.77882 0.16835 -4.97488
H32 -1.06067 -0.09516 -5.28581
H33 -2.15937 0.34894 -6.62664
H34 -1.34586 -1.39214 -7.73927
H35 -2.45890 -2.75141 -7.57242
H36 -0.22386 -3.66748 -7.49431
H37 -1.00005 -3.81975 -5.90691
H38 0.19795 -1.68456 -5.38948
H39 2.29241 -2.54304 -4.94900
H40 2.00505 -3.87961 -6.05118
H41 1.85100 -4.67966 -3.81147
H42 0.21835 -4.75931 -4.42522
H43 -1.37219 -3.35196 -3.61580
H44 -0.59608 -1.73283 -3.53632
H45 -1.02855 -2.57771 -2.05979
C26 -5.63780 5.87536 -2.59172
O12 -5.93664 4.50416 -2.80414
C27 -5.28448 3.94308 -3.94622
C28 -4.16094 2.99337 -3.52737
N3 -3.02952 3.71575 -2.94412
C29 -2.06741 2.86610 -2.23802
C30 -2.57283 2.01950 -1.05753
O13 -2.94954 2.77559 0.09094
C31 -4.24187 3.35841 0.02047
H46 -6.35089 6.26751 -1.86364
H47 -4.63434 5.99916 -2.17775
H48 -5.73294 6.45365 -3.51502
H49 -4.92730 4.71602 -4.63634
H50 -6.04488 3.35973 -4.47524
H51 -3.81319 2.43558 -4.40512
H52 -4.58772 2.27749 -2.81725
H53 -3.38060 4.40505 -2.28963
H54 -1.28880 3.53516 -1.85723
H55 -1.58378 2.20606 -2.96728
H56 -1.73570 1.39335 -0.73258
H57 -3.37032 1.32323 -1.34279
H58 -4.95471 2.72806 -0.51606
H59 -4.18044 4.34855 -0.43210
H60 -4.60740 3.49664 1.04069

Its SMILES is CC(=O)OCC[C@@]1(C[C@H]2CO2)OC(=O)[C@@](CCCO)(OC#N)[C@]1(CC(C)C)B(O)O.COCCNCCOC.COCCNCCOC. The gap between HOMO and LUMO comes out at 8.974 eV. Its HOMO energy is -8.84 eV. The value obtained for the energy above the lowest of the compared OMol25 structures with the same formula, charge and spin is 101.60 kcal/mol.

Löwdin population analysis, charges in e, atoms 1 to 6: -0.01 -0.39 0.02 -0.03 -0.15 -0.08